# 1
ORCA calculation (ωB97M-V with the def2-TZVPD basis set) on C26H36BrN3O2Pt as an isolated structure.

Cartesian coordinates (Å):
Pt  -0.083  0.454  0.374
C  1.839  0.458  2.316
C  2.848  0.323  1.329
C  2.597  1.334  0.328
C  1.415  2.050  0.743
C  0.999  1.572  2.039
C  0.116  2.228  3.059
C  1.051  2.834  4.123
C  -0.791  1.172  3.715
C  -0.744  3.338  2.451
C  3.224  1.680  -1.001
C  4.755  1.659  -1.055
C  2.613  0.684  -2.014
C  2.829  3.096  -1.457
C  3.974  -0.650  1.550
C  5.192  0.174  2.034
C  4.303  -1.512  0.324
C  3.654  -1.642  2.685
H  1.780  -0.112  3.222
H  1.153  3.019  0.354
H  1.699  2.077  4.557
H  0.452  3.268  4.920
H  1.671  3.616  3.692
H  -0.223  0.498  4.350
H  -1.314  0.580  2.961
H  -1.533  1.668  4.337
H  -0.135  4.084  1.947
H  -1.292  3.846  3.240
H  -1.469  2.928  1.747
H  5.190  0.728  -0.712
H  5.156  2.472  -0.455
H  5.083  1.806  -2.081
H  3.002  -0.320  -1.868
H  2.847  1.005  -3.026
H  1.518  0.666  -1.905
H  3.043  3.828  -0.684
H  1.783  3.156  -1.740
H  3.408  3.369  -2.335
H  5.476  0.948  1.332
H  6.042  -0.487  2.183
H  4.961  0.658  2.980
H  4.661  -0.944  -0.528
H  3.420  -2.070  0.018
H  5.082  -2.224  0.584
H  3.585  -1.145  3.647
H  4.461  -2.367  2.761
H  2.733  -2.184  2.485
Br  -0.916  3.640  -1.492
C  -2.385  2.721  -0.787
C  -3.611  3.359  -0.644
C  -4.691  2.620  -0.198
C  -4.527  1.264  0.072
C  -3.250  0.757  -0.049
N  -2.194  1.449  -0.432
C  -2.936  -0.742  0.403
O  -3.740  -1.570  0.084
O  -1.876  -0.766  1.050
H  -3.704  4.412  -0.868
H  -5.660  3.083  -0.072
H  -5.345  0.629  0.372
N  0.498  -3.750  0.365
C  0.892  -3.619  -0.930
C  0.875  -2.280  -1.201
N  0.474  -1.617  -0.079
C  0.248  -2.532  0.850
H  0.406  -4.620  0.873
H  1.154  -4.451  -1.547
H  1.128  -1.776  -2.111
H  -0.111  -2.325  1.842

Summary:
* molecular weight: 697.6 g mol⁻¹
* highest occupied orbital energy: -14.8 eV
* charge: +2

# 2
ORCA calculation (ωB97M-V with the def2-TZVPD basis set) on C50H50N4O3V as an isolated structure.

Cartesian coordinates (Å):
V  0.376  0.681  0.328
O  4.549  0.333  -1.095
C  5.111  0.358  0.126
C  6.506  0.418  0.182
C  7.155  0.465  1.396
C  6.432  0.456  2.587
C  5.056  0.399  2.538
C  4.369  0.345  1.320
C  2.893  0.289  1.312
O  2.294  0.104  0.171
N  2.267  0.415  2.453
N  0.908  0.350  2.244
C  0.140  0.101  3.244
C  -1.301  -0.124  3.143
C  -1.958  -0.615  4.277
C  -3.297  -0.963  4.243
C  -4.020  -0.825  3.069
C  -3.412  -0.322  1.926
C  -2.075  0.027  1.977
O  -1.482  0.608  0.887
H  3.578  0.283  -0.952
H  7.050  0.430  -0.752
H  8.236  0.510  1.419
H  6.943  0.494  3.539
H  4.471  0.392  3.446
H  0.595  -0.028  4.223
H  -1.391  -0.745  5.190
H  -3.775  -1.351  5.131
H  -5.066  -1.103  3.039
H  -3.959  -0.186  1.003
C  -0.035  4.702  3.086
C  -0.734  3.923  1.975
C  -2.253  3.946  2.150
C  -0.327  4.427  0.607
C  -0.576  5.742  0.241
C  -0.202  6.222  -1.005
C  0.426  5.383  -1.914
C  0.685  4.057  -1.602
C  1.391  3.123  -2.556
C  1.160  3.456  -4.025
C  2.884  3.087  -2.228
C  0.307  3.588  -0.328
N  0.527  2.275  -0.013
C  -1.485  0.170  -0.487
C  -1.262  -1.281  -0.638
N  -0.373  -1.821  0.106
C  -0.099  -3.211  -0.026
C  -0.793  -4.142  0.753
C  -0.568  -5.494  0.519
C  0.327  -5.917  -0.445
C  1.037  -4.980  -1.176
C  0.847  -3.619  -0.977
C  1.677  -2.620  -1.758
C  1.514  -2.786  -3.269
C  3.147  -2.740  -1.352
C  -1.786  -3.727  1.815
C  -3.208  -4.139  1.430
C  -1.396  -4.302  3.175
C  -2.103  -1.736  -1.768
C  -2.286  -2.930  -2.417
C  -3.194  -2.962  -3.500
C  -3.886  -1.848  -3.913
C  -3.715  -0.606  -3.259
C  -4.369  0.619  -3.550
C  -4.107  1.733  -2.797
C  -3.178  1.734  -1.725
C  -2.530  0.568  -1.428
C  -2.818  -0.594  -2.193
H  -0.324  4.315  4.064
H  -0.301  5.759  3.056
H  1.047  4.625  2.993
H  -0.408  2.881  2.049
H  -2.637  4.968  2.165
H  -2.537  3.471  3.091
H  -2.750  3.415  1.338
H  -1.066  6.404  0.944
H  -0.402  7.251  -1.271
H  0.711  5.770  -2.883
H  0.986  2.117  -2.374
H  1.634  4.396  -4.307
H  0.097  3.526  -4.258
H  1.596  2.678  -4.651
H  3.341  4.058  -2.432
H  3.398  2.336  -2.825
H  3.049  2.851  -1.177
H  -1.106  -6.228  1.104
H  0.482  -6.974  -0.619
H  1.755  -5.311  -1.914
H  1.340  -1.612  -1.498
H  1.906  -3.746  -3.609
H  2.064  -2.004  -3.794
H  0.466  -2.724  -3.568
H  3.526  -3.738  -1.579
H  3.275  -2.564  -0.284
H  3.758  -2.016  -1.890
H  -1.765  -2.642  1.894
H  -3.297  -5.225  1.369
H  -3.491  -3.727  0.459
H  -3.923  -3.787  2.174
H  -1.408  -5.392  3.161
H  -2.099  -3.971  3.939
H  -0.395  -3.984  3.465
H  -1.765  -3.829  -2.116
H  -3.347  -3.899  -4.018
H  -4.572  -1.921  -4.747
H  -5.074  0.669  -4.369
H  -4.614  2.659  -3.033
H  -2.987  2.646  -1.174

Summary:
* <S²>: 0.815
* molecular weight: 805.9 g mol⁻¹
* highest occupied orbital energy (alpha / beta): -7.6 / -7.8 eV
* spin multiplicity: 2

# 3
ORCA calculation (ωB97M-V with the def2-TZVPD basis set) on a 2-piece molecular cluster, C5H10O2 overall.

Cartesian coordinates (Å):
C  -1.760  -0.098  -0.050
C  -1.141  0.866  0.921
C  0.157  1.044  1.173
C  1.306  0.301  0.523
C  1.123  -1.195  0.576
O  1.086  -1.920  -0.398
H  -2.478  0.417  -0.698
H  -2.317  -0.880  0.479
H  -1.019  -0.590  -0.683
H  -1.848  1.487  1.470
H  0.431  1.805  1.899
H  2.229  0.526  1.074
H  1.445  0.599  -0.522
H  1.011  -1.629  1.591
O  0.877  -0.036  -2.628
H  0.970  -0.840  -2.090
H  -0.071  0.142  -2.638

Summary:
* molecular weight: 102.1 g mol⁻¹
* highest occupied orbital energy: -9.7 eV

# 4
ORCA calculation (ωB97M-V with the def2-TZVPD basis set) on C60H46N7O7P2Pt as an isolated structure.

Cartesian coordinates (Å):
Pt  0.291  -0.469  0.316
C  -2.143  0.624  2.525
C  -2.717  1.681  1.572
P  -1.742  2.327  0.090
C  -0.232  2.878  1.004
C  -0.428  3.351  2.310
C  0.616  3.901  3.033
C  1.888  3.973  2.481
C  2.097  3.510  1.195
C  1.051  2.971  0.459
C  -2.700  3.816  -0.297
C  -2.021  4.961  -0.714
C  -2.724  6.121  -0.993
C  -4.107  6.146  -0.862
C  -4.787  5.006  -0.460
C  -4.087  3.843  -0.173
P  -1.558  -0.921  1.722
C  -1.276  -2.093  3.099
C  -1.827  -3.373  3.024
C  -1.653  -4.278  4.060
C  -0.927  -3.923  5.186
C  -0.365  -2.657  5.266
C  -0.535  -1.753  4.230
C  -3.100  -1.578  1.012
C  -4.250  -1.598  1.806
C  -5.443  -2.079  1.295
C  -5.503  -2.551  -0.011
C  -4.361  -2.562  -0.793
C  -3.167  -2.077  -0.279
H  -2.926  0.339  3.229
H  -1.312  1.031  3.103
H  -3.004  2.555  2.153
H  -3.633  1.278  1.142
H  -1.401  3.340  2.773
H  0.431  4.281  4.030
H  2.706  4.393  3.051
H  3.079  3.573  0.746
H  1.245  2.628  -0.542
H  -0.942  4.944  -0.822
H  -2.191  7.005  -1.316
H  -4.653  7.055  -1.073
H  -5.865  5.017  -0.370
H  -4.638  2.957  0.114
H  -2.395  -3.676  2.156
H  -2.094  -5.264  3.985
H  -0.802  -4.626  5.999
H  0.200  -2.367  6.141
H  -0.084  -0.779  4.325
H  -4.218  -1.255  2.832
H  -6.326  -2.093  1.920
H  -6.442  -2.908  -0.413
H  -4.398  -2.934  -1.809
H  -2.283  -2.083  -0.889
N  10.688  0.211  0.563
C  9.543  0.151  0.497
C  8.107  0.073  0.425
C  7.378  1.139  -0.097
C  5.997  1.065  -0.149
C  5.338  -0.064  0.330
C  6.071  -1.126  0.849
C  7.453  -1.065  0.890
C  3.849  -0.113  0.329
C  3.223  0.020  1.570
C  3.854  0.430  2.770
C  2.857  0.725  3.676
C  1.649  0.463  3.012
N  1.849  0.012  1.777
C  3.215  -0.177  -0.905
C  3.861  -0.233  -2.169
C  2.880  -0.203  -3.129
C  1.661  -0.141  -2.430
N  1.837  -0.137  -1.113
H  7.896  2.018  -0.457
H  5.424  1.886  -0.559
H  5.556  -2.003  1.218
H  8.029  -1.890  1.286
H  4.917  0.553  2.900
H  2.961  1.089  4.684
H  0.658  0.653  3.386
H  4.927  -0.280  -2.319
H  2.996  -0.202  -4.199
H  0.678  -0.090  -2.863
O  -3.974  2.369  -6.720
N  -2.857  2.813  -6.555
O  -2.170  3.330  -7.409
C  -2.286  2.708  -5.201
C  -3.048  2.146  -4.198
C  -2.485  2.030  -2.939
C  -1.204  2.535  -2.622
O  -0.709  2.482  -1.399
C  -0.484  3.077  -3.700
C  -1.002  3.152  -4.982
N  0.872  3.623  -3.521
O  1.168  4.077  -2.434
O  1.601  3.604  -4.488
N  -3.198  1.380  -1.940
O  -2.488  1.029  -0.798
O  -4.376  1.018  -1.998
H  -4.050  1.788  -4.386
H  -0.411  3.571  -5.782
C  -0.364  -3.373  -4.617
C  -0.963  -2.268  -4.015
C  -0.750  -2.011  -2.679
C  0.043  -2.878  -1.899
C  0.659  -3.979  -2.525
C  0.456  -4.212  -3.871
N  0.243  -2.598  -0.569
C  0.490  -3.628  0.325
C  1.371  -3.419  1.397
C  1.615  -4.434  2.299
C  0.963  -5.657  2.172
C  0.066  -5.865  1.130
C  -0.170  -4.865  0.206
H  -0.529  -3.572  -5.667
H  -1.588  -1.603  -4.596
H  -1.204  -1.148  -2.206
H  1.322  -4.612  -1.952
H  0.948  -5.049  -4.347
H  1.886  -2.470  1.482
H  2.311  -4.273  3.111
H  1.148  -6.445  2.890
H  -0.456  -6.808  1.043
H  -0.885  -5.010  -0.593

Summary:
* <S²>: 6.071
* molecular weight: 1234.1 g mol⁻¹
* highest occupied orbital energy (alpha / beta): -10.1 / -10.2 eV
* spin multiplicity: 5
* charge: +1

# 5
ORCA calculation (ωB97M-V with the def2-TZVPD basis set) on C35H43FeN9O2 as an isolated structure.

Cartesian coordinates (Å):
Fe  -0.604  0.376  -0.100
C  0.727  2.715  -3.731
O  -0.124  3.540  -2.836
C  -0.433  2.769  -1.832
N  0.024  1.573  -1.781
C  0.837  1.351  -3.000
C  2.253  0.909  -2.722
C  2.893  1.160  -1.518
C  4.214  0.767  -1.333
C  4.901  0.122  -2.351
C  4.265  -0.124  -3.562
C  2.948  0.266  -3.745
C  -1.377  3.245  -0.789
C  -1.990  4.482  -0.725
C  -2.901  4.697  0.306
C  -3.185  3.683  1.217
C  -2.519  2.480  1.066
N  -1.633  2.282  0.094
C  -2.701  1.246  1.866
N  -2.034  0.194  1.572
C  -2.468  -0.880  2.509
C  -3.530  -0.160  3.378
O  -3.580  1.218  2.831
C  -1.304  -1.427  3.301
C  -1.186  -2.795  3.511
C  -0.134  -3.297  4.271
C  0.795  -2.430  4.826
C  0.674  -1.059  4.626
C  -0.371  -0.560  3.864
H  1.677  3.232  -3.828
H  0.202  2.679  -4.681
H  0.331  0.571  -3.576
H  2.385  1.687  -0.723
H  4.720  0.985  -0.401
H  5.931  -0.175  -2.212
H  4.799  -0.615  -4.364
H  2.463  0.066  -4.695
H  -1.768  5.246  -1.458
H  -3.398  5.654  0.394
H  -3.902  3.820  2.015
H  -2.922  -1.674  1.913
H  -3.239  -0.063  4.420
H  -4.534  -0.562  3.293
H  -1.917  -3.474  3.089
H  -0.055  -4.361  4.445
H  1.598  -2.819  5.438
H  1.376  -0.379  5.093
H  -0.465  0.513  3.733
C  1.201  2.346  1.798
N  2.113  1.257  2.015
C  3.415  1.461  2.657
C  3.980  0.039  2.709
N  3.001  -0.758  1.945
C  3.262  -2.188  1.801
C  1.973  -0.001  1.565
N  0.896  -0.338  0.834
C  0.596  -1.736  0.408
C  0.157  -1.783  -1.081
N  -1.156  -1.107  -1.249
C  -2.018  -1.475  -2.217
N  -3.291  -1.057  -2.216
C  -3.867  -0.064  -1.345
C  -4.001  -1.493  -3.422
C  -3.024  -2.499  -4.031
N  -1.778  -2.255  -3.279
C  -0.571  -2.947  -3.717
H  1.339  3.076  2.596
H  0.173  1.993  1.881
H  1.355  2.852  0.841
H  3.275  1.885  3.650
H  4.033  2.140  2.069
H  4.049  -0.349  3.725
H  4.958  -0.042  2.236
H  3.468  -2.459  0.767
H  2.454  -2.784  2.221
H  4.159  -2.396  2.380
H  -0.200  -2.138  1.039
H  1.416  -2.445  0.437
H  0.199  -2.848  -1.305
H  0.933  -1.292  -1.676
H  -3.320  -0.046  -0.408
H  -4.898  -0.335  -1.121
H  -3.864  0.928  -1.806
H  -4.197  -0.643  -4.078
H  -4.949  -1.953  -3.150
H  -2.843  -2.318  -5.088
H  -3.346  -3.532  -3.899
H  -0.705  -3.167  -4.774
H  -0.420  -3.890  -3.193
H  0.309  -2.315  -3.628

Summary:
* <S²>: 8.763
* molecular weight: 677.6 g mol⁻¹
* highest occupied orbital energy (alpha / beta): -16.5 / -16.5 eV
* spin multiplicity: 6
* charge: +3